1.
# C29H35FN4O6Sr

A structure of composition C29H35FN4O6Sr (ωB97M-V/def2-TZVPD, the OMol25 dataset).

Results
Energy relative to the best compared isomer or geometry (same formula, charge and spin) (kJ/mol): 0.0
Lowest unoccupied orbital energy (eV): -4.64
Orbital gap (eV): 7.4

```
! wB97M-V def2-TZVPD RIJCOSX def2/J DEFGRID3
* xyz 2 1
C -0.64473 -2.29217 -7.75007
C -1.35193 -1.31942 -8.58202
H -1.22317 -3.20930 -7.58543
H 0.33680 -2.57954 -8.15302
C -1.58821 -0.01571 -8.26998
C -1.15190 0.65374 -7.05789
H -1.88358 0.68586 -6.23894
H -0.68383 1.63233 -7.20394
C -1.86376 -1.85867 -9.88631
H -1.52295 -2.88969 -10.02908
H -1.51326 -1.26860 -10.74325
H -2.96249 -1.86798 -9.92245
C -2.39348 0.83963 -9.20496
H -3.36977 0.39395 -9.43281
H -1.87161 1.01904 -10.15474
H -2.57205 1.81397 -8.73665
Sr -0.34627 0.23586 -1.58114
O -0.12172 -0.14850 -3.90233
C 0.45623 0.28334 -4.92064
O 1.08372 1.90612 -2.54465
C 1.61741 2.05888 -3.65471
O 2.58458 2.93160 -3.86725
N 1.29694 1.38153 -4.84671
C 2.96071 2.90962 -5.28655
C 2.02015 1.97523 -5.98359
H 3.99190 2.54998 -5.35591
H 2.88129 3.93333 -5.66138
H 2.53333 1.20387 -6.56005
H 1.31741 2.50993 -6.63461
C 0.25016 -0.35344 -6.21412
C -0.30319 -1.71315 -6.13160
H 1.05695 -0.20118 -6.93996
H -1.25676 -1.76659 -5.59926
H 0.41890 -2.41438 -5.70760
F -0.64785 3.45380 5.02188
C -0.41959 2.12838 4.73168
C -0.40536 1.74006 3.41823
C -0.09900 0.39827 3.11075
C -0.06611 -0.04584 1.74061
O -0.48877 0.69334 0.78931
C 0.44687 -1.36681 1.49794
C 0.67363 -2.23404 2.53027
N 0.42224 -1.88448 3.83260
C 0.52274 -2.84848 4.85250
C 0.49740 -4.31271 4.52466
C 1.77494 -3.66759 4.94457
C 0.16840 -0.53287 4.14297
C 0.19884 -0.09607 5.47358
C -0.12626 1.24059 5.79642
N -0.10503 1.66560 7.11360
C 0.93833 1.20763 8.01155
C 0.29846 0.55808 9.22720
N -0.64278 1.55915 9.79250
C -1.67948 2.12242 8.89474
C -0.96829 2.68665 7.66886
C 0.51034 -1.71544 0.02984
O 1.48049 -1.20766 -0.63895
O -0.51607 -2.24881 -0.49735
H -0.61590 2.43629 2.61287
H 1.01891 -3.24920 2.33831
H 0.04152 -2.58184 5.79096
H 0.01590 -4.94748 5.26682
H 0.39230 -4.61888 3.48467
H 2.53949 -3.50456 4.17974
H 2.12640 -3.88721 5.95363
H 0.45689 -0.78668 6.27763
H 1.56257 2.06728 8.32938
H 1.58012 0.49508 7.48445
H -0.29202 -0.32323 8.96612
H 1.03599 0.29673 9.99034
H -1.09771 1.16893 10.62040
H -0.06761 2.35492 10.07277
H -2.22708 2.89807 9.43549
H -2.35948 1.30672 8.63869
H -0.35629 3.55915 7.96522
H -1.70388 3.00325 6.92612
*
```

---

2.
# C6H12S

The molecule C6H12S (ωB97M-V/def2-TZVPD, the OMol25 dataset).

Results
Energy relative to the best compared isomer or geometry (same formula, charge and spin) (kJ/mol): 172.5
Lowest unoccupied orbital energy (eV): 0.90
Orbital gap (eV): 8.9

```
! wB97M-V def2-TZVPD RIJCOSX def2/J DEFGRID3
* xyz 0 1
C 2.55273 0.86236 0.04215
S 0.74063 1.30225 0.29141
C -0.17992 0.00029 -0.26186
C 0.44479 -0.35128 -1.66583
C -1.18283 -0.65681 0.25545
C -2.11171 -1.59291 -0.62040
C -1.38680 -0.71529 1.76154
H 2.88714 -0.09237 0.63473
H 2.76136 0.95759 -1.03012
H 2.99827 1.76817 0.53816
H 0.13371 -1.30673 -2.10418
H 0.57580 0.45744 -2.47226
H 1.48468 -0.59956 -1.26554
H -1.86105 -1.50630 -1.65460
H -1.83675 -2.58882 -0.24778
H -3.10611 -1.20939 -0.41617
H -0.72458 -0.03706 2.23526
H -1.60001 -1.67503 2.10990
H -2.38002 -0.28217 1.94367
*
```

---

3.
# C45H50N5O5Ru

A structure of composition C45H50N5O5Ru (ωB97M-V/def2-TZVPD, the OMol25 dataset).

Results
Lowest unoccupied orbital energy (spin up / spin down) (eV): 0.57 / -1.05
⟨S²⟩: 8.7601
Orbital gap (spin up / spin down) (eV): 9.0 / 7.6

```
! wB97M-V def2-TZVPD RIJCOSX def2/J DEFGRID3
* xyz 0 6
Ru -0.00148 -0.37104 0.68659
O 0.40650 -2.46273 0.50010
C 1.44393 -3.22460 0.00758
C 2.76665 -2.79236 0.73390
C 3.32028 -1.48767 0.25957
C 4.50758 -1.46141 -0.46035
C 5.02662 -0.25061 -0.88260
C 4.36542 0.90687 -0.52685
C 3.19762 0.81727 0.22449
C 2.51500 2.06953 0.66287
C 1.34561 2.45212 -0.29521
O 0.29172 1.58244 -0.10117
C 1.87663 2.47072 -1.74529
C 1.72049 1.36211 -2.56972
C 2.24586 1.35878 -3.85282
C 2.92507 2.46993 -4.33084
C 3.07453 3.58320 -3.51992
C 2.55101 3.58405 -2.23458
C 0.80436 3.84737 0.05882
C 1.23904 4.61596 1.13005
C 0.61671 5.82394 1.42945
C -0.45038 6.27175 0.66930
C -0.89407 5.50728 -0.40271
C -0.26468 4.31218 -0.70423
N 2.66340 -0.35941 0.58082
C 1.17160 -4.68373 0.43714
C 0.83878 -4.89998 1.77395
C 0.54126 -6.16847 2.24313
C 0.56887 -7.25382 1.37854
C 0.89434 -7.05117 0.04831
C 1.19222 -5.77697 -0.42148
C 1.56554 -3.13241 -1.52074
C 2.66709 -3.63744 -2.20541
C 2.71095 -3.61982 -3.59115
C 1.64314 -3.11515 -4.31762
C 0.54225 -2.60599 -3.64721
C 0.51117 -2.60505 -2.25887
H 3.51772 -3.57617 0.64227
H 2.48870 -2.69504 1.78468
H 5.02871 -2.38467 -0.66982
H 5.94116 -0.21105 -1.46024
H 4.74435 1.87787 -0.81363
H 3.24256 2.87879 0.70219
H 2.06599 1.92237 1.64729
H 1.17611 0.50389 -2.20401
H 2.12264 0.48620 -4.47842
H 3.33225 2.46844 -5.33440
H 3.59457 4.45751 -3.89218
H 2.66266 4.46016 -1.60581
H 2.05240 4.28921 1.76412
H 0.97146 6.40791 2.26974
H -0.93742 7.20792 0.91186
H -1.73783 5.83717 -0.99666
H -0.60705 3.70875 -1.53492
H 0.79688 -4.05429 2.44931
H 0.28328 -6.30727 3.28607
H 0.33329 -8.24719 1.73858
H 0.91152 -7.88775 -0.63929
H 1.42361 -5.64754 -1.46869
H 3.49326 -4.07753 -1.65992
H 3.57728 -4.01599 -4.10655
H 1.67020 -3.11861 -5.40024
H -0.30238 -2.21249 -4.19963
H -0.35559 -2.21979 -1.73924
N 0.31394 0.20472 3.01351
C -0.48122 -0.50343 4.02707
C -0.56199 -2.01254 3.75287
C -1.99472 -2.52703 3.63241
C -2.78289 -1.88924 2.48745
N -2.00588 -1.85647 1.24778
H 1.30628 0.15114 3.21242
H 0.01229 1.18469 2.98138
H -1.47846 -0.06423 4.00015
H -0.07496 -0.32266 5.02522
H -0.05128 -2.57957 4.53380
H -0.05039 -2.20208 2.80855
H -2.53792 -2.35045 4.56448
H -1.96135 -3.60950 3.47417
H -3.06196 -0.86022 2.72536
H -3.71092 -2.46015 2.36746
H -2.58080 -1.58267 0.46012
H -1.58349 -2.75788 1.04146
C -6.21787 1.78397 0.38825
C -4.83672 1.15688 0.56175
C -3.69388 1.86053 -0.22828
C -3.98380 1.88701 -1.73089
C -2.87797 2.55408 -2.54822
C -3.55354 3.26276 0.34432
O -4.13848 4.22994 -0.09241
N -2.75766 3.34675 1.45850
C -1.94186 2.32944 1.97723
O -1.32133 2.55389 3.00994
N -1.85808 1.17831 1.28279
C -2.45272 1.03671 0.09476
O -2.05003 0.15428 -0.67945
H -6.91014 1.32601 1.09525
H -6.60455 1.62162 -0.61731
H -6.19373 2.85703 0.57794
H -4.87105 0.11341 0.23390
H -4.57129 1.15662 1.62145
H -4.91796 2.42547 -1.89058
H -4.10885 0.85509 -2.06178
H -2.73589 3.58458 -2.22227
H -3.14977 2.57303 -3.60404
H -1.93855 2.00995 -2.44504
H -2.65948 4.25374 1.89030
*
```

---

4.
# C28H33N5O4ReSe

A structure of composition C28H33N5O4ReSe (ωB97M-V/def2-TZVPD, the OMol25 dataset).

Results
Energy relative to the best compared isomer or geometry (same formula, charge and spin) (kJ/mol): 204.7
Lowest unoccupied orbital energy (spin up / spin down) (eV): -7.01 / -7.30
⟨S²⟩: 0.7589
Orbital gap (spin up / spin down) (eV): 7.1 / 7.1

```
! wB97M-V def2-TZVPD RIJCOSX def2/J DEFGRID3
* xyz 2 2
Re -0.11043 1.93534 1.43266
C -1.51466 -4.51455 0.12295
C -2.73843 -3.66418 -0.24370
C -3.85391 -3.98302 0.75929
C -3.19667 -4.02581 -1.66449
C -2.40531 -2.16582 -0.22215
C -3.39023 -1.24349 -0.09933
C -3.27651 0.19654 -0.25784
N -1.14441 0.15007 0.93021
C -0.38932 -0.74245 0.05808
C -1.01953 -1.79720 -0.46768
C 1.05185 -0.44938 0.03063
C 1.97895 -1.33176 -0.48309
C 3.34836 -1.11931 -0.32065
C 3.71284 -0.01951 0.45545
C 2.75054 0.83798 0.93477
N 1.44106 0.69130 0.66890
C 4.35174 -2.09744 -0.90229
C 4.15276 -3.45557 -0.20589
C 4.09197 -2.24333 -2.40893
C 5.79127 -1.63019 -0.68910
H -1.82294 -5.55356 0.23274
H -1.06985 -4.20301 1.07069
H -0.74571 -4.50049 -0.65100
H -4.02029 -5.05956 0.77778
H -4.80518 -3.52363 0.49295
H -3.58590 -3.66718 1.76880
H -3.40307 -5.09475 -1.72515
H -2.42837 -3.79187 -2.40499
H -4.10633 -3.48769 -1.93389
H -4.40696 -1.60763 -0.01124
H -5.32555 0.70066 -0.18155
H -0.43605 -2.47636 -1.07366
H 1.63284 -2.22593 -0.97970
H 4.74454 0.17360 0.70653
H 3.01866 1.65401 1.59067
H 3.16251 -3.87110 -0.39893
H 4.28936 -3.37277 0.87315
H 4.88797 -4.16459 -0.58606
H 3.08324 -2.59779 -2.62523
H 4.78789 -2.97280 -2.82256
H 4.24531 -1.29782 -2.93140
H 6.06113 -1.59904 0.36781
H 5.96947 -0.64759 -1.13004
H 6.46890 -2.33259 -1.17271
N -1.64476 4.39681 -0.20050
C -2.29865 3.21152 -0.32429
C -3.59818 3.29093 -0.97279
C -4.47023 2.30861 -1.20878
C -4.48414 0.85770 -0.86933
C -2.18986 0.83123 0.17467
N -1.71234 2.14869 0.13150
C -0.31428 4.65993 0.09981
C 0.09164 5.98627 -0.02090
C 1.40734 6.32013 0.18901
C 2.31968 5.30656 0.47750
C 1.85499 4.02811 0.59091
N 0.54712 3.67881 0.44875
H -2.17377 5.21311 -0.46886
H -3.86324 4.28065 -1.32423
H -5.36605 2.61540 -1.73898
H -4.76922 0.30959 -1.77189
H -1.54823 -0.37315 1.71504
H -0.63884 6.73940 -0.28389
H 1.72717 7.35059 0.11574
H 3.36926 5.51152 0.62574
H 2.52261 3.22138 0.82717
O -1.26692 2.11379 2.96567
Se -0.11230 2.96251 4.03083
O -0.22654 4.49448 3.61290
O 1.10735 2.26467 2.97813
O -0.09716 2.46203 5.52023
*
```

---

5.
# C3H11NO2P2

The molecule C3H11NO2P2 (ωB97M-V/def2-TZVPD, the OMol25 dataset).

Results
Energy relative to the best compared isomer or geometry (same formula, charge and spin) (kJ/mol): 0.0
Lowest unoccupied orbital energy (eV): 0.58
Orbital gap (eV): 10.0

```
! wB97M-V def2-TZVPD RIJCOSX def2/J DEFGRID3
* xyz 0 1
N 0.44762 1.81081 0.74614
C 0.83839 1.10534 -0.46293
C 1.35352 -0.31254 -0.23588
O 2.33171 -0.19716 0.79855
C 0.29716 -1.33618 0.18875
P -1.20181 -1.58598 -0.86344
P -2.54606 -0.11159 -0.00222
O -2.80243 -0.38395 1.42796
H 1.17477 1.75137 1.44284
H -0.40321 1.43518 1.13835
H -0.00932 1.09746 -1.14558
H 1.62907 1.66694 -0.96002
H 1.83821 -0.67868 -1.14632
H 2.92946 -0.94178 0.75434
H -0.03130 -1.10491 1.20206
H 0.75229 -2.32587 0.21271
H -0.86427 -0.89838 -2.04768
H -2.04132 1.18644 -0.23618
H -3.69249 -0.17652 -0.81146
*
```

---

6.
# C34H48LaN3O2P

A structure of composition C34H48LaN3O2P (ωB97M-V/def2-TZVPD, the OMol25 dataset).

Results
Energy relative to the best compared isomer or geometry (same formula, charge and spin) (kJ/mol): 0.0
Lowest unoccupied orbital energy (eV): -2.21
Orbital gap (eV): 8.2

```
! wB97M-V def2-TZVPD RIJCOSX def2/J DEFGRID3
* xyz 1 1
La -0.18679 0.37777 -0.10605
C 2.63199 0.44814 -2.52639
N 1.20733 0.10270 -2.49108
C 0.96667 -1.30576 -2.87341
C 1.81501 -2.34810 -2.14231
C 1.94324 -2.17332 -0.63083
N 0.62490 -1.99275 -0.03170
C 0.13006 -2.97082 0.63484
C -1.20255 -3.09209 1.19370
C -1.50256 -4.30425 1.83562
C -2.76262 -4.56074 2.32861
C -3.75878 -3.59844 2.15444
C -3.49477 -2.39699 1.52969
C -2.20469 -2.10290 1.06337
O -1.92589 -0.93580 0.52818
C 0.45093 0.96326 -3.43404
C 0.69004 2.47306 -3.34128
C 0.19475 3.23359 -2.11085
N 0.74421 2.68876 -0.87377
C 1.55103 3.42620 -0.20573
C 2.34552 3.03622 0.95214
C 3.03622 4.06136 1.61401
C 3.89754 3.79053 2.65474
C 4.10573 2.45924 3.01646
C 3.45538 1.42647 2.37064
C 2.54455 1.68777 1.33810
O 1.90004 0.70776 0.74013
H 3.00529 0.47570 -3.55902
H 3.21502 -0.27647 -1.96989
H 2.79360 1.41472 -2.05768
H 1.12697 -1.42721 -3.95465
H -0.09861 -1.50572 -2.70679
H 2.81744 -2.38691 -2.57420
H 1.36012 -3.31836 -2.35765
H 2.53794 -1.29230 -0.38693
H 2.45917 -3.03690 -0.19657
H 0.76522 -3.85169 0.78461
H -0.72110 -5.04905 1.93004
H -2.97831 -5.49566 2.82521
H -4.75939 -3.79173 2.52187
H -4.25837 -1.64215 1.41582
H -0.61453 0.73692 -3.31186
H 0.72371 0.65816 -4.45513
H 0.18271 2.90623 -4.20852
H 1.74872 2.68519 -3.49819
H -0.89305 3.17496 -2.05606
H 0.45393 4.29376 -2.21934
H 1.71314 4.45789 -0.54050
H 2.88526 5.08405 1.28704
H 4.41514 4.58890 3.16560
H 4.79952 2.22363 3.81340
H 3.63843 0.39608 2.64591
C -4.13011 0.59409 3.74456
C -2.65088 0.45639 3.53597
C -1.91003 1.48808 2.96603
C -0.52887 1.39308 2.84169
C 0.13801 0.24151 3.25787
C -0.59710 -0.80179 3.80293
C -1.97282 -0.68622 3.94841
H -4.34373 0.92008 4.76455
H -4.64763 -0.35172 3.59204
H -4.56613 1.33169 3.06961
H -2.41583 2.39488 2.65554
H 0.03870 2.24797 2.47773
H 1.21513 0.18695 3.18723
H -0.09862 -1.70192 4.13762
H -2.52893 -1.50711 4.38505
C -4.74198 3.38249 -3.18063
C -3.36434 2.72821 -3.10971
P -3.12064 1.45054 -1.80119
C -4.30238 0.18584 -2.41387
C -4.57976 -0.97631 -1.47749
C -3.92061 2.15595 -0.31476
C -3.17097 3.38648 0.18373
H -4.81385 4.04158 -4.04577
H -4.94389 3.98692 -2.29646
H -5.54487 2.65136 -3.26898
H -2.59628 3.49875 -3.02962
H -3.14378 2.20300 -4.04563
H -3.88853 -0.17302 -3.36138
H -5.23757 0.69258 -2.67038
H -3.67185 -1.50431 -1.19690
H -5.26128 -1.68621 -1.94612
H -5.05211 -0.63318 -0.55622
H -3.91830 1.37011 0.44684
H -4.96828 2.39969 -0.51588
H -3.60092 3.77417 1.10820
H -2.11400 3.18022 0.39025
H -3.19309 4.19699 -0.54690
*
```

---

Record order is preserved below.
E_tot: -52428.31505 -17249.81304 -67748.43489 -112671.89425 -27451.57179 -54750.44593 eV